[1]
{
  "formula": "C5H12NOS4",
  "method": "the ωB97M-V functional and the def2-TZVPD basis",
  "charge": 1,
  "homo_lumo_gap_ev": 9.37,
  "smiles": "C[C@@H]1[NH2+][C@@H](S)[C@H](S)OC1(S)S",
  "lumo_ev": -3.3,
  "symbols": ["C", "C", "N", "C", "S", "C", "S", "O", "C", "S", "S", "H", "H", "H", "H", "H", "H", "H", "H", "H", "H", "H", "H"],
  "positions_angstrom": [[-1.0979, -1.8736, -1.0448], [-1.0190, -1.0401, 0.2287], [-1.4052, 0.4326, 0.0771], [-0.4170, 1.3045, -0.6392], [-1.1390, 3.0584, -0.6809], [1.0365, 1.1167, 0.0156], [2.2243, 1.7738, -1.1840], [1.4548, -0.2525, 0.1556], [0.5440, -1.0647, 0.8460], [1.0897, -2.8367, 0.7193], [0.3310, -0.5435, 2.5612], [-0.2839, -1.6733, -1.6262], [-1.9236, -1.6012, -1.6131], [-1.1681, -2.9184, -0.8472], [-1.6622, -1.3868, 0.9285], [-2.3526, 0.4518, -0.3984], [-1.3869, 0.7960, 0.9968], [-0.3636, 1.0028, -1.6414], [-0.0740, 3.7510, -1.3156], [1.0866, 1.6481, 1.0969], [2.6310, 2.7787, -0.3743], [2.3410, -2.2752, 0.7875], [1.5541, -0.6483, 2.9517]],
  "forces_ev_per_angstrom": [[-0.73, 0.92, 1.92], [4.23, 0.77, -1.71], [-0.34, -0.85, -2.11], [1.19, 0.74, 0.98], [1.44, -0.38, -0.10], [-0.39, 1.26, 1.53], [0.03, 0.66, 0.68], [-1.39, 0.05, -0.46], [-2.24, -0.93, -0.24], [1.13, 1.71, 0.06], [-1.84, 0.33, 0.08], [2.41, 0.25, -1.61], [-1.90, 0.46, -1.00], [0.03, -0.62, 0.34], [-1.88, -1.12, 2.41], [1.11, 0.41, 0.96], [-0.88, 0.63, 1.59], [0.08, -0.70, -1.38], [-1.09, -1.23, 0.71], [-0.18, -1.04, -2.62], [0.02, -0.21, -0.35], [-0.37, -0.95, -0.01], [1.56, -0.13, 0.32]]
}

[2]
{
  "formula": "C26H48AuOP2",
  "method": "the ωB97M-V functional and the def2-TZVPD basis",
  "de_lowest_ev": 0.0000,
  "charge": 1,
  "homo_lumo_gap_ev": [8.65, 5.58],
  "spin_multiplicity": 3,
  "lumo_ev": [-2.2, -5.3],
  "symbols": ["Au", "C", "C", "C", "C", "C", "C", "H", "H", "H", "C", "H", "H", "H", "C", "H", "H", "H", "C", "H", "H", "H", "C", "H", "H", "H", "C", "C", "C", "C", "C", "C", "C", "C", "H", "H", "H", "H", "H", "H", "H", "H", "H", "H", "H", "H", "P", "C", "C", "P", "C", "C", "C", "H", "H", "H", "H", "H", "H", "H", "H", "H", "H", "H", "H", "H", "H", "C", "C", "C", "O", "H", "H", "H", "H", "H", "H", "H"],
  "positions_angstrom": [[0.8703, -0.5264, 1.5475], [3.1263, 1.2906, 2.7930], [1.8677, 1.9219, 2.9206], [1.6969, -0.2366, 3.7900], [3.0551, -0.0091, 3.3534], [0.9571, 0.9915, 3.5173], [4.3389, 1.8927, 2.1796], [4.0765, 2.6035, 1.3850], [4.9856, 1.1205, 1.7428], [4.9125, 2.4311, 2.9486], [4.1492, -0.9830, 3.5162], [5.0007, -0.7362, 2.8641], [3.8000, -1.9948, 3.2558], [4.5050, -0.9922, 4.5620], [1.2446, -1.3450, 4.6783], [1.6550, -1.2670, 5.7000], [1.5647, -2.3056, 4.2568], [0.1504, -1.3597, 4.7628], [-0.3802, 1.2990, 4.0775], [-0.3123, 1.7518, 5.0803], [-0.9839, 0.3927, 4.1560], [-0.9113, 2.0032, 3.4245], [1.5266, 3.3090, 2.5314], [1.6435, 3.9870, 3.3945], [0.4845, 3.3831, 2.1877], [2.1678, 3.6855, 1.7222], [1.8420, -0.6212, -0.7143], [2.2731, 0.6956, -0.6289], [1.4781, 1.8798, -0.9897], [-0.0722, 1.7811, -0.8240], [-0.6041, 1.0856, 0.3746], [-0.9379, -0.2946, 0.3944], [-0.7257, -1.2110, -0.7980], [0.6401, -1.0653, -1.5300], [1.6745, 2.1638, -2.0448], [-0.4855, 1.3454, -1.7569], [1.8474, 2.7321, -0.3926], [0.4997, -0.4041, -2.4005], [2.6002, -1.4051, -0.5900], [3.3013, 0.9047, -0.3201], [0.8734, -2.0660, -1.9462], [-0.8011, -2.2497, -0.4318], [-1.6401, -0.6616, 1.1571], [-1.5346, -1.0831, -1.5429], [-0.4466, 2.8225, -0.7963], [-0.9962, 1.7301, 1.1713], [-1.8695, 0.9275, -4.0062], [-1.0858, -0.1826, -5.2604], [-1.9875, 2.4340, -5.0802], [-4.6225, 0.6666, -2.7646], [-3.6114, 0.3353, -4.2851], [-5.6395, 2.0594, -3.4473], [-5.9051, -0.6343, -3.0750], [-1.1344, -1.2113, -4.8815], [-0.0363, 0.1172, -5.3780], [-1.6026, -0.1201, -6.2301], [-2.3491, 2.1642, -6.0857], [-0.9805, 2.8648, -5.1548], [-2.6706, 3.1643, -4.6228], [-6.3620, -0.5465, -4.0715], [-6.6801, -0.5144, -2.3075], [-5.4318, -1.6178, -2.9655], [-3.6189, -0.7504, -4.4742], [-4.0381, 0.8623, -5.1572], [-6.4388, 2.2623, -2.7224], [-6.0870, 1.7897, -4.4160], [-5.0045, 2.9490, -3.5547], [2.2695, -4.6248, 1.4917], [1.3070, -3.4573, 1.3117], [0.0000, -3.6864, 2.0484], [1.9785, -2.3056, 1.7259], [2.5023, -4.6938, 2.5615], [3.2031, -4.4677, 0.9420], [1.8343, -5.5776, 1.1619], [1.0877, -3.3426, 0.2318], [0.1659, -3.7570, 3.1373], [-0.7110, -2.8669, 1.8761], [-0.4583, -4.6259, 1.7148]],
  "forces_ev_per_angstrom": [[1.13, 0.33, 0.30], [-0.37, 0.49, -0.16], [0.49, -0.39, -0.26], [-0.38, 0.77, 0.02], [-0.58, -0.27, 0.12], [0.67, -0.90, 0.77], [0.18, 0.06, -0.08], [0.09, -0.10, 0.25], [-0.11, 0.24, 0.16], [-0.01, -0.07, -0.27], [0.42, -0.25, -0.22], [-0.23, -0.10, 0.32], [0.02, 0.33, 0.11], [-0.11, -0.01, -0.30], [-0.16, -0.33, 0.05], [-0.02, 0.13, -0.37], [-0.02, 0.20, 0.12], [0.29, -0.03, -0.01], [-0.42, 0.17, -0.26], [0.09, -0.11, -0.29], [0.02, 0.12, 0.06], [0.03, -0.08, 0.27], [-0.14, 0.44, -0.17], [-0.07, -0.14, -0.29], [0.26, 0.02, 0.16], [-0.11, -0.10, 0.30], [1.30, 1.26, -1.19], [-0.21, -2.26, 0.06], [-0.56, 1.04, 0.03], [0.47, 0.61, -0.99], [-0.77, -2.06, 0.77], [-0.63, 1.61, -0.58], [0.08, -0.40, -0.01], [-0.50, -0.28, -0.37], [-0.03, -0.16, 0.41], [0.04, 0.11, 0.74], [-0.12, -0.23, -0.21], [0.16, -0.13, 0.32], [-0.34, 0.43, 0.45], [-0.28, -0.30, 0.08], [-0.05, 0.57, 0.17], [-0.08, 0.40, -0.10], [0.17, 0.31, -0.31], [0.20, 0.10, 0.41], [0.14, -0.46, -0.04], [0.17, -0.47, -0.16], [-0.49, -0.26, -1.31], [0.25, 0.12, 0.16], [0.23, 0.03, 0.24], [-0.86, -0.20, -0.87], [0.18, 0.13, 0.37], [0.17, 0.10, 0.36], [0.07, 0.00, 0.40], [0.14, 0.16, -0.18], [-0.16, -0.24, -0.12], [0.18, -0.04, 0.30], [0.12, 0.13, 0.36], [-0.30, 0.13, -0.08], [0.27, -0.12, -0.18], [0.19, -0.02, 0.26], [0.06, -0.23, -0.21], [-0.27, 0.11, 0.01], [0.10, 0.35, 0.07], [0.12, -0.40, 0.25], [0.16, 0.16, -0.24], [0.18, 0.10, 0.29], [-0.32, -0.09, 0.01], [0.04, -0.16, 0.19], [-0.01, 0.04, -0.65], [-0.17, -0.25, 0.32], [0.12, 0.37, 0.70], [0.06, -0.13, -0.15], [-0.18, 0.07, 0.08], [0.02, 0.25, 0.08], [-0.11, -0.29, 0.04], [0.00, -0.02, -0.37], [0.10, -0.15, -0.01], [-0.02, 0.21, 0.08]]
}

> Which value of charge does entry 2 give?

+1